The following is a DFT calculation (wB97M-V/def2-TZVPD) of the ion C6H16ClN2 with charge +1.

Output
**LUMO energy**: -3.1 eV
**Charge**: +1
**Structure (SMILES)**: CC(C)([NH3+])[C@](C)(N)CCl
**Frontier orbital gap**: 0.348 Ha
**HOMO**: -12.546 eV
**Max |F|**: 4.9 eV/Å

Each line ends with the natural charge from an NBO analysis.
CARTESIAN COORDINATES (ANGSTROEM)
C  0.2607  1.5233  1.4038  -0.67
C  -0.1305  -1.3327  -1.3921  -0.64
C  -1.7719  -0.7087  0.2044  -0.63
C  2.0301  0.8875  -0.5166  -0.43
C  0.2671  0.9075  0.0572  0.19
C  -0.2609  -0.6162  -0.0076  0.11
N  -0.4601  1.7179  -0.7882  -0.88
N  0.3988  -1.4258  1.0404  -0.68
Cl  3.0724  -0.4583  -0.0216  -0.07
H  0.7110  2.5588  1.3381  0.25
H  -0.7324  1.6340  1.8600  0.24
H  0.9685  1.0557  2.0368  0.21
H  0.8001  -1.0114  -1.9141  0.23
H  -0.8883  -0.8532  -2.0630  0.24
H  -0.2382  -2.3814  -1.3004  0.23
H  -2.1567  -0.0697  -0.4629  0.24
H  -2.0940  -1.7481  -0.1073  0.22
H  -2.1893  -0.5537  1.2632  0.22
H  2.4109  1.7622  -0.0046  0.23
H  1.7682  0.7928  -1.5700  0.22
H  -0.5027  1.4822  -1.7731  0.40
H  -0.7116  2.6389  -0.3978  0.42
H  1.1249  -1.0433  1.6412  0.46
H  0.8187  -2.1908  0.5850  0.44
H  -0.3207  -1.8447  1.6120  0.44